Density functional theory data (wB97M-V/def2-TZVPD) for a molecular structure, C16H16MnN5O4S.

Each line ends with the natural charge from an NBO analysis.
Atoms and positions in Å:
Mn -0.0005 -0.2628 0.0833  1.193
S 5.3443 0.0880 5.3244  0.986
N 5.4669 0.0087 3.7203  -0.597
C 4.2342 -0.0136 3.2431  0.168
C 3.8701 -0.0761 1.8368  -0.086
C 4.7901 -0.1069 0.7869  -0.095
C 4.3200 -0.1548 -0.5067  -0.228
C 2.9442 -0.1599 -0.7273  0.079
N 2.0630 -0.1176 0.2627  -0.458
C 2.5145 -0.0930 1.5290  0.159
C 1.4943 -0.0909 2.5722  0.252
N 0.2219 -0.1936 2.1510  -0.498
C -0.7533 -0.1972 3.0519  0.073
C -0.5088 -0.0822 4.4183  -0.232
C 0.7935 0.0123 4.8588  -0.092
C 1.8265 -0.0060 3.9195  -0.085
C 3.2403 0.0362 4.2552  0.092
N 3.7410 0.0958 5.4774  -0.581
H 5.8487 -0.1014 1.0105  0.252
H 4.9954 -0.1901 -1.3489  0.247
H 2.5405 -0.2064 -1.7308  0.218
H -1.7597 -0.3112 2.6691  0.216
H -1.3374 -0.0808 5.1112  0.246
H 1.0365 0.0900 5.9103  0.252
C -2.9965 -1.0056 -0.7148  -0.251
O -2.0929 0.0236 -0.2821  -0.581
C -2.4893 1.3438 -0.6390  -0.094
C -1.4643 2.2649 -0.0263  -0.089
O -0.1470 1.8657 -0.4196  -0.573
C 0.3433 2.4617 -1.6249  -0.251
H -3.9849 -0.8199 -0.2925  0.188
H -2.5950 -1.9476 -0.3570  0.235
H -3.0519 -1.0190 -1.8041  0.192
H -3.4812 1.5667 -0.2361  0.207
H -2.5262 1.4327 -1.7299  0.192
H -1.4902 2.1704 1.0606  0.206
H -1.6502 3.3065 -0.2923  0.213
H 0.1076 3.5257 -1.6298  0.200
H -0.0865 1.9839 -2.5074  0.188
H 1.4226 2.3345 -1.6268  0.209
O -0.0552 -3.8394 0.4407  -0.323
N 0.4099 -3.2337 -0.4624  0.372
O -0.1105 -1.9911 -0.5963  -0.720

Summary:
HOMO-LUMO gap (alpha / beta): 7.689 / 7.553 eV
Highest occupied orbital energy (alpha / beta): -0.4150 / -0.4117 Ha
Energy relative to the best compared isomer or geometry (same formula, charge and spin): 6.33 kJ/mol
2S+1: 2
Charge: +1

Density functional theory data (wB97M-V/def2-TZVPD) for 2 unconnected molecules or ions with the total composition C2H4ClFO2.

Each line ends with the natural charge from an NBO analysis.
Atoms and positions in Å:
C 0.5141 1.4170 0.5859  -0.270
C -2.3476 0.4435 0.8122  0.742
O -2.2193 -0.7080 1.3913  -0.682
O -0.2224 0.7185 -0.2855  -0.530
F -3.2753 0.5165 -0.1094  -0.281
Cl -2.3141 1.8621 1.8626  -0.018
H 0.1587 1.1293 1.5838  0.161
H 0.4907 2.5291 0.4125  0.149
H 1.6252 1.1503 0.4526  0.189
H -1.3100 -0.9829 1.6779  0.539

Summary:
HOMO-LUMO gap (alpha / beta): 9.472 / 7.735 eV
Highest occupied orbital energy (alpha / beta): -0.3571 / -0.3191 Ha
Energy relative to the best compared isomer or geometry (same formula, charge and spin): 374.96 kJ/mol

Density functional theory data (wB97M-V/def2-TZVPD) for C5H14N2S in the gas phase.

Each line ends with the natural charge from an NBO analysis.
Atoms and positions in Å:
C -4.0592 0.7993 1.9658  -0.407
N -3.1611 -0.2625 1.5172  -0.647
C -1.7309 0.0750 1.4796  -0.219
C -1.3385 -0.1277 -0.0812  -0.235
N 0.0122 -0.7150 -0.0992  -0.666
C 0.9935 -0.4500 -1.1995  -0.232
C 2.2402 -0.0092 -0.4681  -0.500
S 3.5679 0.2465 -1.7120  -0.080
H -4.9839 0.3335 2.2721  0.203
H -4.1801 1.5633 1.1982  0.184
H -3.6471 1.4373 2.7606  0.163
H -3.2591 -1.1200 2.0489  0.361
H -1.5148 1.1219 1.7090  0.180
H -1.0723 -0.6121 2.0406  0.191
H -1.9958 -0.9054 -0.4970  0.190
H -1.4581 0.9366 -0.3264  0.204
H -0.0798 -1.6949 0.1156  0.358
H 1.2337 -1.4083 -1.6877  0.182
H 0.4782 0.2088 -1.8778  0.208
H 2.5573 -0.7208 0.2985  0.215
H 1.9891 0.8853 0.1089  0.220
H 4.2662 1.2059 -1.1101  0.126

Summary:
HOMO-LUMO gap: 9.450 eV
Highest occupied orbital energy: -0.3091 Ha
SMILES: CNCCNCCS
Energy relative to the best compared isomer or geometry (same formula, charge and spin): 161.36 kJ/mol

Density functional theory data (wB97M-V/def2-TZVPD) for a molecular structure, C39H56As2F3O2SeZr.

Each line ends with the Mulliken charge.
Atoms and positions in Å:
Zr -0.4740 -0.1901 0.4601  -0.407
C 4.0964 -2.3955 6.1738  -1.670
C 4.6427 -1.3346 5.2081  2.066
C 4.6310 0.0388 5.8954  -1.555
C 6.0893 -1.6922 4.8665  -2.151
C 3.7557 -1.2745 3.9666  -0.912
C 2.3988 -0.9889 4.1032  -0.690
C 1.5970 -0.9196 2.9870  0.727
Se -0.2489 -0.3928 3.2271  0.131
C 0.0943 1.4780 3.4638  -0.276
C 0.1741 2.0454 4.7219  -0.529
C 0.5023 3.3897 4.8370  -0.196
C 0.7412 4.0946 3.6579  -0.361
C 0.6841 3.5518 2.3751  -0.578
C 0.3262 2.2017 2.2926  0.447
O 0.1674 1.5369 1.1313  1.014
C 0.9371 4.4336 1.1463  2.673
C 1.8258 5.6341 1.5032  -2.167
C 1.6368 3.6801 0.0029  -1.846
C -0.4186 4.9526 0.6447  -1.987
C 0.5843 4.1039 6.1847  2.007
C 1.9292 4.8329 6.3130  -1.586
C -0.5611 5.1227 6.2719  -1.620
C 0.4601 3.1257 7.3538  -1.992
C 2.0932 -1.1408 1.6926  1.077
O 1.2038 -1.1103 0.6645  -1.002
C 3.4507 -1.4080 1.5201  -0.736
C 4.2321 -1.4719 2.6809  0.151
C 4.1633 -1.6438 0.1799  2.427
C 4.6699 -3.0932 0.1428  -1.758
C 3.2953 -1.4172 -1.0626  -2.188
C 5.3558 -0.6784 0.0723  -1.764
H 4.7367 -2.4640 7.0549  0.454
H 3.0888 -2.1532 6.5149  0.310
H 4.0657 -3.3764 5.6965  0.381
H 5.2364 0.0092 6.8032  0.464
H 5.0397 0.8059 5.2349  0.353
H 3.6201 0.3393 6.1771  0.289
H 6.6783 -1.7287 5.7835  0.442
H 6.1607 -2.6712 4.3884  0.421
H 6.5467 -0.9483 4.2113  0.397
H 1.9665 -0.8113 5.0802  0.440
H -0.0110 1.4342 5.5943  0.633
H 0.9931 5.1411 3.7482  0.246
H 2.7618 5.3098 1.9611  0.408
H 2.0654 6.1868 0.5942  0.495
H 1.3347 6.3347 2.1780  0.392
H 2.5131 3.1365 0.3623  0.473
H 0.9692 2.9693 -0.4795  0.044
H 1.9690 4.4016 -0.7458  0.510
H -0.9230 5.5385 1.4149  0.309
H -0.2839 5.5851 -0.2361  0.456
H -1.0670 4.1162 0.3699  0.273
H 2.0451 5.6183 5.5657  0.328
H 2.0035 5.3032 7.2948  0.472
H 2.7616 4.1349 6.2050  0.323
H -0.4957 5.8620 5.4718  0.311
H -1.5295 4.6248 6.1956  0.342
H -0.5236 5.6537 7.2249  0.468
H 1.2326 2.3544 7.3158  0.303
H 0.5771 3.6662 8.2934  0.451
H -0.5177 2.6405 7.3767  0.366
H 5.2810 -1.6958 2.5554  0.425
H 3.8371 -3.7964 0.1988  0.362
H 5.2110 -3.2756 -0.7879  0.456
H 5.3465 -3.3044 0.9714  0.342
H 2.4613 -2.1152 -1.1122  0.346
H 2.9028 -0.3979 -1.0923  0.292
H 3.9195 -1.5667 -1.9461  0.604
H 6.1068 -0.8554 0.8412  0.375
H 5.8436 -0.8048 -0.8959  0.477
H 5.0234 0.3584 0.1555  0.302
C -3.5663 3.3258 -1.2416  -1.239
As -2.5746 1.8026 -0.5268  0.973
C -3.6901 1.2903 1.0099  -1.409
C -3.0223 0.3987 -1.8052  -0.219
C -4.3193 -0.0877 -1.9508  -0.851
C -4.5997 -1.0811 -2.8730  -0.887
C -3.5796 -1.5926 -3.6636  -0.723
C -2.2843 -1.1192 -3.5269  -0.730
C -1.9913 -0.1186 -2.6031  0.706
As -0.1273 0.4468 -2.3059  1.525
C 0.8560 -0.6985 -3.5246  -1.661
C -0.0629 2.1629 -3.2226  -1.131
H -4.5873 3.0197 -1.4627  0.468
H -3.0843 3.6796 -2.1504  0.362
H -3.5686 4.1244 -0.5021  0.442
H -4.7150 1.6388 0.8860  0.518
H -3.2771 1.7395 1.9134  0.411
H -3.7061 0.2047 1.1167  0.389
H -5.1163 0.3052 -1.3296  0.399
H -5.6077 -1.4603 -2.9744  0.425
H -3.7923 -2.3708 -4.3846  0.420
H -1.5049 -1.5494 -4.1400  0.330
H 0.7656 -1.7340 -3.2021  0.446
H 1.9053 -0.4110 -3.4900  0.429
H 0.4870 -0.5840 -4.5420  0.511
H -0.4844 2.0425 -4.2186  0.398
H 0.9687 2.5033 -3.2940  0.447
H -0.6366 2.8982 -2.6618  0.244
F -0.9984 -2.2096 -0.6710  -0.298
C -1.8959 -2.0035 0.4854  0.448
F -1.3107 -2.7967 1.4308  -0.243
F -3.0303 -2.5814 0.1548  -0.187

Summary:
HOMO-LUMO gap: 7.668 eV
Highest occupied orbital energy: -0.3930 Ha
Energy relative to the best compared isomer or geometry (same formula, charge and spin): 152.38 kJ/mol
Charge: +1

Density functional theory data (wB97M-V/def2-TZVPD) for C9H10N6O2S2 in the gas phase.

Each line ends with the natural charge from an NBO analysis.
Atoms and positions in Å:
C -5.2801 -0.8071 0.3036  -0.656
C -3.7274 -0.4843 0.2237  0.033
N -2.8773 -1.2353 0.6864  -0.137
N -1.6827 -1.1026 0.7181  -0.293
C -1.2636 -0.1258 0.1207  0.252
S 0.3152 0.5258 0.2292  0.210
C 1.1065 -1.3656 0.7564  -0.404
C 1.7685 -1.7795 -0.2649  0.551
O 1.2497 -2.8343 -0.9900  -0.634
N 2.8718 -1.3937 -0.6280  -0.548
C 3.7979 -0.4970 -0.3183  0.240
N 4.7659 -0.0937 -0.9921  -0.454
C 5.6115 1.0887 -0.5992  0.021
C 4.9775 1.5410 0.7326  -0.442
S 3.5217 0.6538 0.9773  0.336
N -2.1456 0.9306 -0.1817  -0.205
N -1.6185 2.2121 -0.8694  -0.631
C -3.5687 0.6939 -0.1373  0.554
O -4.2068 1.7201 -0.8833  -0.694
H -5.4787 -1.9588 0.6834  0.235
H -5.6581 -0.6626 -0.8393  0.240
H -5.9675 -0.0721 0.8599  0.244
H 1.7678 -0.8344 1.4532  0.226
H 0.3027 -1.7466 1.1766  0.272
H 3.2302 -1.7907 -1.4056  0.437
H 6.3883 1.4318 -0.9831  0.180
H 5.2612 2.3885 1.3767  0.256
H -1.0382 2.6899 -0.0797  0.365
H -2.4232 2.9076 -1.1258  0.444

Summary:
HOMO-LUMO gap: 8.090 eV
Highest occupied orbital energy: -0.3380 Ha
SMILES: Cc1nnc(SCC(=O)Nc2nccs2)n(N)c1=O

Density functional theory data (wB97M-V/def2-TZVPD) for a molecular structure, C22H37ClP2Pb.

Each line ends with the natural charge from an NBO analysis.
Atoms and positions in Å:
P 0.6089 -1.9992 -1.8238  1.431
P 0.1647 1.8705 -1.2471  1.182
C 0.3152 -0.5052 -2.7732  -0.575
C 1.1272 0.6902 -2.3525  -0.741
H -1.1563 -0.2466 -2.7071  0.244
H 0.4342 -0.7388 -3.8392  0.271
H 2.0804 0.4078 -1.8633  0.262
H 1.4371 1.2486 -3.2522  0.276
C -0.3212 2.8680 -2.7381  -0.896
H -0.8782 3.7343 -2.3670  0.247
H -0.9386 2.3222 -3.4564  0.235
H 0.5775 3.2048 -3.2717  0.249
C 1.1053 3.3540 -0.6101  -0.862
H 0.4247 4.2074 -0.6781  0.271
H 1.9871 3.6001 -1.2076  0.288
H 1.3693 3.2419 0.4416  0.266
C 0.2224 -3.2993 -3.0686  -0.943
H 0.0194 -4.2487 -2.5473  0.267
H 1.0641 -3.4436 -3.7579  0.264
H -0.6669 -3.0111 -3.6527  0.262
C 2.3041 -2.3715 -1.3562  -0.971
H 2.9633 -1.4981 -1.2624  0.280
H 2.7440 -3.0087 -2.1403  0.300
H 2.3450 -2.9318 -0.4190  0.299
Pb 2.7409 0.6440 0.8936  0.957
C -1.8654 1.1549 -1.2518  -0.173
C -2.1354 0.4343 -2.5304  -0.394
C -3.4819 -0.2856 -2.5769  -0.402
C -3.5483 -1.6033 -1.7772  -0.478
C -2.2789 -2.3325 -1.7959  -0.073
C -1.1423 -2.1044 -0.9436  -0.465
C -1.0600 -0.9079 0.1122  -0.412
C -1.9834 0.2991 0.0067  -0.476
C 2.6286 -1.2334 2.1376  -1.155
H -2.4369 2.0963 -1.1413  0.260
H -2.1570 1.1350 -3.3723  0.240
H -3.6702 -0.5261 -3.6358  0.246
H -4.3068 0.3863 -2.2736  0.246
H -3.8823 -1.4031 -0.7516  0.226
H -4.3232 -2.2428 -2.2400  0.262
H -2.2809 -3.2717 -2.3665  0.220
H -0.9476 -3.0420 -0.3900  0.268
H -0.0060 -0.5725 0.1872  0.181
H -1.2296 -1.3834 1.0965  0.267
H -3.0147 -0.0286 0.1972  0.255
H -1.7558 0.9398 0.8768  0.246
H 2.8732 -0.9294 3.1731  0.256
H 3.3555 -1.9810 1.7761  0.217
H 1.6042 -1.6498 2.0903  0.211
Cl 3.7819 1.7805 4.0237  0.023
C 2.2539 1.3398 4.7120  -0.046
C 2.1769 1.0513 6.0716  -0.207
C 0.9727 0.5751 6.6045  -0.213
C -0.1444 0.4226 5.7790  -0.140
C -0.0703 0.7429 4.4279  -0.220
C 1.1264 1.2347 3.8644  -0.105
C 1.1860 1.6049 2.4465  -0.822
H 3.0525 1.1971 6.6926  0.243
H 0.9041 0.3391 7.6626  0.238
H -1.0883 0.0540 6.1901  0.221
H -0.9325 0.6207 3.7613  0.196
H 0.2659 1.3528 1.9110  0.178
H 1.4869 2.6454 2.3027  0.213

Summary:
HOMO-LUMO gap (alpha / beta): 4.647 / 5.007 eV
Highest occupied orbital energy (alpha / beta): -0.4593 / -0.4594 Ha
Energy relative to the best compared isomer or geometry (same formula, charge and spin): 338.17 kJ/mol
Charge: +2

Number 1: strongest force on any atom 0.6 eV/A, electronic energy -74639.44459 eV. Number 2: strongest force on any atom 2.6 eV/A, electronic energy -21469.77257 eV. Number 3: strongest force on any atom 3.0 eV/A, electronic energy -19225.62423 eV. Number 4: strongest force on any atom 1.4 eV/A, electronic energy -241900.78078 eV. Number 5: strongest force on any atom 19.1 eV/A, electronic energy -44188.76975 eV. Number 6: strongest force on any atom 4.6 eV/A, electronic energy -59739.24474 eV.